ORCA calculation (ωB97M-V/def2-TZVPD) on 8 unconnected molecules or ions with the total composition C59H132N7O4P.

charge	+5
largest force on an atom	3.922	eV/A
expectation value of S²	0.766
spin multiplicity	2
E_LUMO (spin up / spin down)	-0.33251 / -0.47651	hartree
gap between HOMO and LUMO (spin up / spin down)	10.3 / 6.2	eV

Each line ends with the Löwdin charge.
Cartesian coordinates (Å):
P: 13.639 -17.033 21.575  0.126
O: 13.442 -15.704 22.411  -0.308
O: 12.584 -17.102 20.391  -0.415
O: 13.586 -18.281 22.541  -0.335
O: 15.113 -16.964 20.931  -0.257
C: 16.636 -13.959 25.563  -0.098
C: 16.488 -13.790 24.143  -0.255
C: 16.997 -14.925 23.182  -0.082
N: 17.529 -14.476 21.780  -0.215
C: 16.243 -13.847 21.156  0.042
C: 18.087 -15.583 20.938  -0.115
C: 19.174 -15.009 19.993  -0.111
C: 19.377 -13.592 20.532  -0.134
C: 18.693 -13.482 21.919  -0.058
H: 15.944 -13.283 26.065  0.096
H: 17.656 -13.753 25.888  0.106
H: 16.419 -14.997 25.814  0.064
H: 16.883 -12.832 23.807  0.110
H: 15.406 -13.756 24.014  0.091
H: 16.213 -15.666 23.026  0.091
H: 17.804 -15.461 23.681  0.124
H: 16.140 -12.915 21.712  0.071
H: 15.494 -14.637 21.215  0.054
H: 16.400 -13.546 20.121  0.110
H: 17.274 -16.105 20.435  0.101
H: 18.532 -16.250 21.676  0.111
H: 18.831 -14.993 18.958  0.114
H: 20.133 -15.525 19.948  0.127
H: 19.010 -12.771 19.916  0.120
H: 20.447 -13.409 20.633  0.129
H: 18.273 -12.505 22.159  0.124
H: 19.401 -13.773 22.694  0.147
C: 7.655 -19.056 18.218  -0.063
C: 7.783 -17.722 18.972  -0.203
C: 8.808 -17.724 20.162  -0.058
N: 8.848 -16.350 20.996  -0.176
C: 9.118 -15.247 19.938  0.029
C: 7.467 -16.074 21.635  -0.067
C: 7.880 -15.178 22.794  -0.157
C: 9.150 -15.726 23.340  -0.172
C: 9.901 -16.265 22.171  -0.093
H: 8.723 -19.248 18.123  0.045
H: 7.171 -19.081 17.242  0.097
H: 7.249 -19.923 18.740  0.087
H: 6.811 -17.460 19.391  0.110
H: 8.052 -16.961 18.240  0.098
H: 9.833 -17.775 19.795  0.102
H: 8.667 -18.442 20.970  0.109
H: 9.454 -14.364 20.480  0.079
H: 8.172 -15.123 19.411  0.110
H: 9.944 -15.502 19.273  0.068
H: 6.725 -15.669 20.948  0.142
H: 7.077 -17.037 21.967  0.142
H: 7.884 -14.170 22.379  0.114
H: 7.174 -15.050 23.615  0.142
H: 9.823 -15.121 23.948  0.111
H: 8.768 -16.500 24.006  0.118
H: 10.819 -15.819 21.788  0.083
H: 10.289 -17.265 22.365  0.101
C: 10.311 -15.486 16.267  -0.059
C: 11.835 -15.616 16.225  -0.225
C: 12.461 -16.493 17.338  -0.098
N: 14.005 -16.418 17.490  -0.187
C: 14.283 -15.125 18.203  -0.002
C: 14.646 -16.295 16.065  -0.097
C: 14.611 -17.669 15.463  -0.129
C: 14.732 -18.558 16.691  -0.146
C: 14.737 -17.701 17.974  -0.070
H: 9.841 -16.427 15.981  0.087
H: 10.000 -14.726 15.551  0.099
H: 10.046 -15.229 17.293  0.041
H: 12.247 -14.607 16.209  0.105
H: 12.169 -15.954 15.244  0.108
H: 12.279 -17.548 17.137  0.123
H: 11.859 -16.359 18.237  0.088
H: 15.335 -14.846 18.150  0.099
H: 13.972 -15.321 19.230  0.062
H: 13.781 -14.297 17.703  0.104
H: 15.663 -15.942 16.232  0.137
H: 14.239 -15.524 15.411  0.135
H: 15.474 -17.880 14.831  0.136
H: 13.770 -17.928 14.820  0.130
H: 15.695 -19.067 16.654  0.124
H: 13.971 -19.330 16.812  0.092
H: 15.738 -17.313 18.164  0.122
H: 14.362 -18.077 18.926  0.077
C: 9.714 -20.220 23.151  -0.065
C: 10.215 -20.958 21.843  -0.175
C: 11.699 -20.492 21.579  -0.081
N: 12.180 -21.006 20.151  -0.183
C: 11.717 -20.121 18.952  0.048
C: 11.927 -22.512 19.806  -0.069
C: 13.061 -22.931 18.886  -0.124
C: 14.210 -21.912 19.065  -0.135
C: 13.722 -20.979 20.148  -0.133
H: 8.812 -20.681 23.554  0.094
H: 9.407 -19.183 23.023  0.035
H: 10.566 -20.290 23.827  0.065
H: 9.545 -20.792 21.000  0.095
H: 10.204 -22.039 21.983  0.107
H: 12.419 -20.693 22.373  0.112
H: 11.725 -19.402 21.567  0.080
H: 11.952 -19.079 19.170  0.064
H: 10.666 -20.388 18.842  0.087
H: 12.232 -20.418 18.038  0.096
H: 10.946 -22.593 19.340  0.138
H: 11.957 -23.083 20.734  0.139
H: 12.805 -23.026 17.831  0.127
H: 13.350 -23.940 19.180  0.130
H: 14.372 -21.454 18.089  0.102
H: 15.188 -22.237 19.419  0.122
H: 14.104 -19.961 20.073  0.108
H: 13.956 -21.381 21.134  0.114
C: 14.461 -21.469 25.813  -0.068
C: 15.765 -20.890 25.179  -0.202
C: 15.761 -20.576 23.660  -0.128
N: 17.043 -19.848 23.177  -0.224
C: 16.816 -19.794 21.661  -0.086
C: 18.147 -19.365 20.862  -0.113
C: 19.339 -20.263 21.307  -0.182
C: 19.536 -20.219 22.789  -0.168
C: 18.317 -20.729 23.531  -0.051
C: 17.079 -18.427 23.815  0.058
H: 13.605 -20.800 25.722  0.042
H: 14.600 -21.721 26.864  0.094
H: 14.140 -22.348 25.254  0.080
H: 16.556 -21.617 25.363  0.109
H: 15.960 -20.020 25.806  0.092
H: 14.923 -19.923 23.414  0.088
H: 15.579 -21.463 23.053  0.126
H: 16.559 -20.828 21.430  0.114
H: 15.930 -19.181 21.498  0.080
H: 17.822 -19.548 19.838  0.109
H: 18.481 -18.328 20.883  0.082
H: 19.086 -21.257 20.939  0.126
H: 20.222 -19.964 20.743  0.130
H: 20.363 -20.916 22.921  0.142
H: 19.863 -19.240 23.138  0.123
H: 18.024 -21.715 23.169  0.143
H: 18.435 -20.754 24.614  0.134
H: 16.121 -18.098 23.414  0.069
H: 17.985 -18.043 23.344  0.084
H: 17.167 -18.542 24.895  0.105
C: 15.360 -10.043 21.238  -0.070
C: 13.962 -10.611 21.038  -0.228
C: 13.382 -11.408 22.216  -0.079
N: 12.145 -12.281 21.771  -0.188
C: 11.014 -11.352 21.198  -0.065
C: 10.252 -10.404 22.176  -0.098
C: 9.899 -11.181 23.479  -0.156
C: 10.982 -12.134 24.029  -0.166
C: 11.561 -13.056 22.963  -0.120
C: 12.607 -13.317 20.690  0.011
H: 15.939 -10.009 20.315  0.093
H: 15.975 -10.622 21.927  0.052
H: 15.264 -9.128 21.823  0.096
H: 14.071 -11.325 20.222  0.087
H: 13.284 -9.835 20.680  0.121
H: 13.056 -10.629 22.906  0.132
H: 14.096 -12.057 22.722  0.113
H: 11.421 -10.914 20.287  0.125
H: 10.425 -12.189 20.823  0.108
H: 10.877 -9.547 22.427  0.119
H: 9.350 -10.022 21.698  0.133
H: 9.653 -10.465 24.263  0.129
H: 9.045 -11.849 23.361  0.106
H: 11.691 -11.533 24.597  0.112
H: 10.480 -12.714 24.804  0.114
H: 12.366 -13.720 23.278  0.101
H: 10.812 -13.766 22.612  0.092
H: 11.804 -14.042 20.558  0.075
H: 13.508 -13.853 20.987  0.057
H: 12.763 -12.883 19.702  0.095
C: 12.880 -13.301 27.763  -0.073
C: 13.304 -14.743 27.620  -0.238
C: 12.470 -15.554 26.665  -0.109
N: 13.004 -16.906 26.133  -0.211
C: 13.269 -17.865 27.311  -0.071
C: 11.908 -18.407 27.888  -0.098
C: 10.850 -18.911 26.784  -0.131
C: 10.690 -17.836 25.724  -0.189
C: 12.022 -17.505 25.085  -0.096
C: 14.360 -16.738 25.494  -0.013
H: 13.460 -12.787 28.529  0.104
H: 11.806 -13.182 27.909  0.089
H: 13.004 -12.893 26.760  0.061
H: 13.145 -15.159 28.614  0.125
H: 14.346 -14.670 27.305  0.098
H: 12.448 -15.040 25.705  0.117
H: 11.445 -15.639 27.026  0.134
H: 13.741 -17.322 28.130  0.133
H: 13.835 -18.651 26.810  0.110
H: 11.463 -17.566 28.420  0.108
H: 12.105 -19.108 28.699  0.125
H: 9.948 -19.167 27.340  0.127
H: 11.240 -19.822 26.330  0.099
H: 10.108 -16.970 26.040  0.114
H: 10.112 -18.302 24.927  0.080
H: 11.951 -16.792 24.264  0.098
H: 12.502 -18.339 24.572  0.108
H: 15.036 -16.750 26.349  0.100
H: 14.430 -15.853 24.862  0.086
H: 14.633 -17.617 24.911  0.074

Atoms 1-6, force components in eV/Å:
P -1.7 -0.4 -0.7
O 0.9 -1.5 -0.9
O 1.6 -0.1 2.0
O 0.6 1.8 -1.4
O -1.4 0.2 1.3
C 1.3 -0.8 2.1